(1)
Below is the ion C16H27BrN4O4P with charge +1 in a non-equilibrium geometry, with properties calculated with ωB97M-V/def2-TZVPD.

Structure (XYZ):
```
53
Properties=species:S:1:pos:R:3:forces:R:3:mulliken_charge:R:1
C 1.455126 2.314368 2.529530 -0.071 0.022 -0.599 -0.961
P 1.794109 0.662244 1.842726 -0.806 -0.390 1.044 -0.001
O 3.418861 0.581989 1.657593 -0.125 0.306 -0.195 -0.503
N 1.256104 0.809296 0.168381 0.229 0.103 -0.567 0.882
C -0.168115 0.441244 -0.043431 -0.053 0.449 0.517 -0.825
C -1.143184 1.535765 0.415208 -0.507 -0.211 -0.245 -0.916
C -2.006237 1.114388 1.607089 0.628 -0.030 -0.124 -0.694
C -2.921059 -0.072314 1.320889 -0.341 0.304 0.016 -1.090
N -3.726859 0.093552 0.135183 -0.410 0.046 -0.541 0.319
C -4.960056 0.698918 0.050689 -0.209 0.099 -0.387 -0.385
C -5.390826 0.665333 -1.254099 0.553 -0.213 -0.075 -0.634
C -4.380042 0.010261 -2.020696 -0.123 0.370 1.118 -0.700
C -3.384040 -0.311662 -1.126788 0.015 -0.247 -0.971 -0.153
C 2.138217 0.448091 -0.815952 0.592 0.280 -0.547 -0.195
N 2.438822 -0.789647 -1.100642 -0.487 -0.181 0.274 0.089
C 1.902035 -1.996313 -0.470216 -0.134 -0.586 -0.385 -0.743
C 0.630724 -2.545059 -1.164506 0.802 -0.303 0.086 -0.410
C 0.665428 -4.080420 -1.208672 -0.617 0.548 0.396 -0.927
C 1.091944 -4.718663 0.090311 -0.039 0.052 -0.193 0.503
O 1.759893 -5.692467 0.122663 0.741 -0.785 0.090 -0.503
O 0.723977 -4.120142 1.250886 -0.447 0.193 0.148 -0.491
N 2.748243 1.416978 -1.602531 0.049 0.269 1.761 -0.448
Br 4.633087 1.220941 -1.651567 -0.115 -0.062 -0.558 0.036
C 2.416994 2.827336 -1.301273 0.530 -0.007 -0.741 -0.208
C 3.187383 3.461840 -0.161547 -0.053 -0.139 0.374 -0.231
O 3.317674 4.645115 -0.123511 -0.005 0.665 -0.031 -0.455
H 2.045817 2.477912 3.425430 0.165 -0.045 0.098 0.422
H 0.408918 2.286753 2.821738 -0.168 0.014 0.149 0.264
H 1.569360 3.140938 1.833351 0.191 0.106 0.039 0.301
H 3.714240 -0.042917 2.332001 0.364 -0.083 -0.179 0.395
H -0.311907 0.276015 -1.104211 0.073 -0.299 -0.153 0.690
H -0.384276 -0.453759 0.536032 0.012 -0.321 -0.177 0.318
H -0.633642 2.474046 0.612646 0.157 0.057 0.060 0.530
H -1.829012 1.720631 -0.408992 -0.014 0.202 -0.143 0.539
H -1.344753 0.826627 2.427044 -0.086 0.018 0.270 0.297
H -2.595608 1.968120 1.927944 -0.118 0.074 0.088 0.474
H -2.372923 -1.004673 1.217514 0.142 -0.109 0.023 0.326
H -3.598942 -0.187669 2.160863 -0.032 -0.163 0.158 0.436
H -5.470131 1.121788 0.896090 0.137 -0.058 0.286 0.381
H -6.308528 1.061880 -1.644042 -0.179 0.064 0.110 0.431
H -4.397766 -0.188516 -3.073204 0.072 -0.079 -0.178 0.465
H -2.469866 -0.821365 -1.388799 0.140 -0.078 0.465 0.278
H 3.090101 -0.943032 -1.858656 -0.029 0.062 -0.132 0.304
H 1.792572 -1.889998 0.601274 -0.054 0.345 0.125 0.304
H 2.659451 -2.760277 -0.621215 0.329 0.039 0.115 0.601
H -0.279346 -2.220499 -0.675501 -0.134 0.316 -0.084 0.117
H 0.672299 -2.184095 -2.187254 -0.445 0.129 -0.171 0.526
H 1.320823 -4.447694 -1.986047 0.117 -0.140 -0.099 0.344
H -0.344958 -4.439551 -1.404089 -0.047 -0.125 -0.251 0.402
H -0.082675 -3.604228 1.125140 0.049 0.099 0.053 0.353
H 2.690903 3.400844 -2.181744 0.004 0.028 -0.193 0.397
H 1.351477 2.968153 -1.174902 -0.221 -0.230 0.170 0.270
H 3.610172 2.843596 0.645894 -0.019 -0.371 -0.115 0.476
```
Positions in Å, forces in eV/Å.

The value obtained for the total energy is -4060.95350 Ha. As for the SMILES: CP(O)N(CCCCn1cccc1)/C(NCCCC(=O)O)=[N+](/Br)CC=O. The calculation puts the orbital gap at 6.11 eV. Its charge is +1. The multiplicity is 1.

=====

(2)
Below is a structure of composition C16H27Cl2O3RbSSe2, with properties calculated with ωB97M-V/def2-TZVPD.

Structure (XYZ):
```
52
Properties=species:S:1:pos:R:3:forces:R:3:mulliken_charge:R:1
Rb 0.154022 -0.247161 -0.157802 -0.465 -0.705 -0.196 0.846
C -1.166892 1.285376 -2.741011 0.001 0.025 -0.222 -0.589
O -1.172478 1.678960 -1.378720 -0.282 0.435 -0.168 -0.351
C -0.189271 2.656752 -1.103721 0.054 0.163 0.217 -0.445
C -0.299978 3.062261 0.356864 -0.151 0.052 -0.243 -0.586
O -0.091034 1.973068 1.243487 -0.012 0.444 0.215 -0.290
C 1.032197 2.045003 2.105281 0.248 -0.126 0.108 -0.651
C 2.263078 1.341306 1.556010 -0.077 0.212 0.086 -0.435
O 2.049731 -0.054830 1.625732 0.449 0.077 0.404 -0.148
C 3.196844 -0.785322 1.208131 0.268 -0.066 0.057 -0.637
H -1.431157 2.125382 -3.392651 -0.023 0.004 0.041 0.305
H -1.916914 0.502747 -2.848951 0.011 0.003 -0.014 0.083
H -0.184098 0.904627 -3.043863 -0.027 -0.014 0.052 0.295
H -0.357473 3.545894 -1.724165 0.062 0.006 -0.018 0.524
H 0.812357 2.265176 -1.329738 -0.013 0.068 -0.076 0.100
H -1.312413 3.434468 0.534676 0.029 0.043 0.023 0.327
H 0.412623 3.869315 0.547507 0.010 0.000 0.039 0.410
H 0.740715 1.537854 3.027746 0.010 0.069 0.031 0.284
H 1.280234 3.084453 2.339084 -0.042 0.019 -0.024 0.363
H 3.135334 1.611318 2.165148 -0.003 0.041 -0.010 0.515
H 2.461932 1.650082 0.518847 0.073 -0.035 0.038 0.218
H 4.054247 -0.557526 1.852523 -0.069 -0.013 0.053 0.322
H 3.456066 -0.544994 0.173891 -0.042 -0.020 -0.007 0.245
H 2.959167 -1.844446 1.292149 -0.028 0.019 0.003 0.224
C -3.919444 -2.404563 -1.983867 0.104 -0.011 0.091 -1.053
Se -2.913055 -1.505069 -0.578192 -0.340 -0.215 0.050 0.189
C -2.976519 -2.993833 0.704079 -0.028 0.131 -0.119 -0.600
C -1.746779 -3.017249 1.588749 -0.042 0.170 0.047 -0.956
Se -1.459884 -1.357650 2.591803 -0.092 -0.185 0.233 0.313
C -2.855789 -1.647320 3.922348 0.075 -0.007 -0.226 -1.072
H -3.424764 -3.335277 -2.249919 -0.014 0.002 -0.045 0.330
H -3.941329 -1.744795 -2.847358 0.001 0.017 0.000 0.296
H -4.934452 -2.592721 -1.644871 -0.012 -0.004 -0.024 0.325
H -3.032001 -3.908874 0.113029 -0.011 -0.017 0.021 0.402
H -3.890307 -2.900109 1.288527 0.002 -0.045 0.024 0.353
H -0.847705 -3.164772 0.989449 0.028 -0.044 0.034 0.304
H -1.810380 -3.822565 2.320685 0.050 -0.040 -0.025 0.425
H -2.650346 -2.573378 4.452839 -0.029 0.007 0.034 0.307
H -3.830043 -1.682621 3.442661 -0.027 0.009 0.039 0.297
H -2.821952 -0.810856 4.614574 0.007 0.014 0.003 0.326
Cl 1.301966 -2.587215 -1.524025 0.005 -0.716 -0.166 -0.068
C 2.685605 -2.411363 -2.563465 0.458 0.183 -0.300 0.307
C 3.223054 -3.567797 -3.098462 -0.074 -0.146 0.043 -0.812
C 4.313697 -3.492663 -3.945685 0.017 0.020 0.002 -0.364
C 4.852911 -2.250153 -4.241578 0.032 -0.011 -0.035 -0.751
C 4.306776 -1.105559 -3.693716 -0.171 -0.109 0.127 0.307
Cl 5.040309 0.408524 -4.110824 0.050 0.043 -0.033 -0.229
C 3.189089 -1.119525 -2.823687 0.109 -0.241 -0.096 -0.082
S 2.516450 0.314135 -2.158896 -0.056 0.460 -0.092 -0.559
H 2.783430 -4.524934 -2.849943 -0.016 0.025 0.006 0.385
H 4.739642 -4.391505 -4.369977 -0.004 0.006 0.000 0.353
H 5.702883 -2.159856 -4.904428 0.000 0.005 0.014 0.400
```
Positions in Å, forces in eV/Å.

The value obtained for the total energy is -6997.05251 Ha. The calculation puts the orbital gap at 6.63 eV. The multiplicity is 1.

=====

(3)
Below is a cluster of 2 separate species, C16H27FNO5S in total in a non-equilibrium geometry, with properties calculated with ωB97M-V/def2-TZVPD.

Structure (XYZ):
```
51
Properties=species:S:1:pos:R:3:forces:R:3:mulliken_charge:R:1
C 1.936812 0.968322 0.147995 8.775 -3.555 -3.232 -0.758
C 3.267614 0.570515 -0.182303 -8.563 2.475 1.800 -0.316
C 4.757407 0.016073 -0.702707 -0.807 -0.637 -0.004 1.485
C 4.335352 -0.948783 -1.959621 0.493 -0.488 -0.187 -1.006
C 5.555524 -1.310732 -2.996627 -0.583 -0.666 -1.170 0.401
C 4.851178 -1.771367 -4.441643 -0.360 0.109 1.137 -1.031
F 6.372410 -2.478842 -2.499520 -2.009 2.865 -0.981 -0.344
C 5.917722 1.159490 -0.886586 -1.354 3.300 2.314 -0.529
O 7.280426 0.773619 -0.390021 -3.310 -2.553 -0.159 -0.307
S 7.016932 -0.580951 0.654535 5.372 -1.280 0.914 1.032
O 7.410951 -0.046767 2.058724 -2.581 -2.275 -5.401 -0.506
O 7.891276 -1.759865 0.077383 -4.399 4.948 2.518 -0.478
O 5.328630 -0.873310 0.358016 1.783 1.712 -0.496 -0.342
H 0.744945 0.990902 0.082034 3.501 0.033 0.283 0.159
H 3.948960 -1.973536 -1.484831 0.806 2.318 -1.087 0.315
H 3.456499 -0.454247 -2.597904 2.046 -0.952 1.551 0.361
H 6.269894 -0.417976 -3.246876 -1.098 -1.831 0.983 0.259
H 4.688103 -0.853484 -5.172726 0.674 -1.899 1.589 0.293
H 3.754261 -2.151480 -4.171636 2.498 0.412 -0.774 0.259
H 5.534679 -2.606596 -4.895487 -1.547 1.689 0.723 0.334
H 5.614500 1.944971 -0.040351 0.316 -1.518 -1.863 0.409
H 5.916254 1.845953 -1.842733 0.356 -2.197 1.522 0.329
C -4.831216 -1.448435 0.408039 -0.611 0.057 -0.356 -1.611
C -3.527292 -0.930262 1.083118 -0.865 -3.550 -1.814 1.721
C -3.739354 -0.723760 2.611403 0.268 1.273 1.034 -1.347
C -4.498380 0.543441 2.981484 -0.149 -0.075 -0.510 -0.472
C -3.872048 1.759198 2.309994 0.420 -0.921 1.150 -1.105
C -3.760512 1.595000 0.771658 -1.850 2.837 -2.541 1.445
N -3.075622 0.316334 0.375466 8.159 1.519 7.104 0.520
O -1.701047 0.477291 0.624023 -7.157 -1.026 -2.760 -0.204
C -5.188333 1.663875 0.161509 -0.323 -0.525 -0.090 -1.759
C -3.053052 2.857215 0.181721 0.767 -0.418 0.227 -1.689
C -2.526098 -2.128136 0.936538 0.678 0.723 0.080 -1.824
H -5.137508 -0.844213 -0.447570 0.004 0.033 0.163 0.344
H -4.711910 -2.458178 -0.010652 0.191 0.334 0.354 0.467
H -5.674103 -1.490280 1.110220 0.245 0.127 -0.171 0.370
H -2.762311 -0.683578 3.113557 0.036 -0.046 -0.394 0.406
H -4.261383 -1.589636 3.039176 0.158 -0.045 -0.654 0.395
H -5.554004 0.448372 2.705759 0.082 0.059 0.053 0.299
H -4.478518 0.678556 4.068707 0.055 -0.047 -0.109 0.408
H -4.464579 2.649963 2.554633 0.107 -0.097 -0.633 0.411
H -2.876876 1.930277 2.743671 0.023 -0.063 -0.342 0.367
H -5.161925 1.512182 -0.924818 0.032 0.044 0.232 0.415
H -5.642197 2.646744 0.337870 0.436 -0.177 0.058 0.433
H -5.881509 0.937894 0.590448 0.148 0.033 -0.080 0.396
H -2.063108 3.030540 0.619490 -0.184 -0.192 -0.104 0.383
H -3.636309 3.764879 0.380636 -0.104 -0.503 0.057 0.425
H -2.937960 2.773607 -0.904782 -0.050 -0.074 0.180 0.440
H -2.281303 -2.317109 -0.115833 -0.120 0.122 0.168 0.468
H -2.961415 -3.048832 1.344792 -0.234 0.468 -0.100 0.479
H -1.590456 -1.964860 1.482631 -0.170 0.119 -0.178 0.401
```
Positions in Å, forces in eV/Å.

The value obtained for the total energy is -1554.08647 Ha. The calculation puts the orbital gap at 3.81 eV. Its charge is +1. The multiplicity is 1.

=====

no.,LUMO level (eV)
1,-4.66
2,0.08
3,-8.42